The following is a DFT calculation (wB97M-V/def2-TZVPD) of a 2-piece molecular cluster, C8H6O2 overall.

The geometry in ORCA input format:
```
! RIJCOSX wB97M-V def2-TZVPD def2/J DEFGRID3
* xyz 0 1
C 1.77 -0.11 -0.20
C 1.55 1.31 0.00
C 0.23 1.74 -0.13
C -0.83 0.76 -0.26
C -2.78 -0.26 0.07
C -1.84 -1.24 -0.20
C -0.55 -0.56 -0.30
C 0.79 -1.04 -0.33
H 3.13 -1.40 0.92
H 2.33 2.13 0.08
H 0.14 2.83 -0.20
H -3.81 -0.33 0.40
H -1.96 -2.37 0.38
H 0.90 -2.05 -0.12
O 3.14 -0.45 -0.04
O -2.19 1.05 -0.05
*
```

Calculated values
Highest occupied orbital energy in eV: -8.7
ΔE to the lowest compared entry with this formula, charge and spin in kJ/mol: 381.7

The following is a DFT calculation (wB97M-V/def2-TZVPD) of a single C8H6O2S molecule.

The geometry in ORCA input format:
```
! RIJCOSX wB97M-V def2-TZVPD def2/J DEFGRID3
* xyz 0 1
C -0.55 -0.93 -2.66
C 0.34 -0.66 -0.59
C -0.40 -1.96 -0.59
C -0.91 -2.11 -1.80
C 0.17 0.45 0.43
C 1.19 1.04 1.08
C 0.82 2.12 2.10
C -0.60 2.12 2.27
H 1.40 -0.90 -0.65
H -0.37 -2.59 0.37
H -1.58 -3.03 -2.04
H 2.12 0.55 1.08
H 1.52 2.76 2.62
H -1.11 2.76 3.12
O -0.84 -0.78 -3.87
O 0.19 -0.02 -1.93
S -1.39 1.20 1.05
*
```

Calculated values
Highest occupied orbital energy in eV: -9.1
ΔE to the lowest compared entry with this formula, charge and spin in kJ/mol: 0.0
SMILES string: O=C1C=C[C@H](c2cccs2)O1

The following is a DFT calculation (wB97M-V/def2-TZVPD) of C8H7BiN2O5 as an isolated structure.

The geometry in ORCA input format:
```
! RIJCOSX wB97M-V def2-TZVPD def2/J DEFGRID3
* xyz 2 1
O 1.29 1.81 -6.29
C 1.28 1.27 -5.29
Bi 0.22 0.10 -2.14
O -1.76 2.63 -4.54
C -1.15 1.83 -4.00
C -2.05 -0.04 -1.05
O -2.78 -0.09 -0.16
C 1.35 -1.76 -0.97
O 2.04 -2.31 -0.23
C -0.82 -1.79 -3.64
O -1.31 -2.79 -3.88
H 1.96 0.26 -2.48
C -0.97 0.70 3.50
N 0.27 0.19 2.89
C 1.15 -0.68 3.67
C 0.46 0.37 1.61
N 0.60 0.51 0.46
H -0.96 0.46 4.57
H -1.85 0.24 3.04
H -1.06 1.80 3.35
H 1.07 -1.71 3.30
H 2.19 -0.36 3.56
H 0.82 -0.66 4.71
*
```

Calculated values
Highest occupied orbital energy in eV: -16.2
ΔE to the lowest compared entry with this formula, charge and spin in kJ/mol: 0.0

The following is a DFT calculation (wB97M-V/def2-TZVPD) of C8H7Br2N as an isolated structure.

The geometry in ORCA input format:
```
! RIJCOSX wB97M-V def2-TZVPD def2/J DEFGRID3
* xyz 0 1
C -1.70 0.69 -0.38
C -1.62 0.59 0.96
C -0.57 0.33 -1.15
C -0.49 0.24 1.64
C 0.54 -0.06 -0.53
C 0.64 -0.06 0.93
C 1.81 -0.61 -1.20
C 2.73 -0.37 -0.01
N 1.89 -0.59 1.19
Br 4.50 -1.14 0.15
Br 3.16 1.64 -0.10
H -2.58 1.09 -0.76
H -2.45 0.95 1.65
H -0.66 0.31 -2.27
H -0.52 0.31 2.71
H 1.68 -1.64 -1.31
H 1.96 -0.15 -2.12
H 2.45 -0.39 2.01
*
```

Calculated values
Highest occupied orbital energy in eV: -8.4
ΔE to the lowest compared entry with this formula, charge and spin in kJ/mol: 50.3

The following is a DFT calculation (wB97M-V/def2-TZVPD) of C8H7CaNO4 as an isolated structure.

The geometry in ORCA input format:
```
! RIJCOSX wB97M-V def2-TZVPD def2/J DEFGRID3
* xyz 2 1
Ca 0.06 0.15 -0.46
C 0.07 1.77 1.29
O 0.05 2.29 2.32
C 0.06 2.63 -1.55
O 0.05 3.70 -2.00
C -2.19 0.67 -0.60
O -3.30 0.67 -0.57
C 2.30 0.67 -0.59
O 3.43 0.69 -0.57
C 0.06 -1.17 -2.39
H 1.02 -1.61 -2.02
H -0.89 -1.61 -2.02
C 0.06 0.10 -3.02
H -0.89 0.61 -3.27
H 1.01 0.62 -3.27
C -0.13 -1.86 3.55
C -0.24 -1.34 2.27
N -0.27 -1.03 1.18
H 0.66 -2.59 3.62
H -1.05 -2.33 3.87
H 0.10 -1.03 4.22
*
```

Calculated values
Highest occupied orbital energy in eV: -18.7
ΔE to the lowest compared entry with this formula, charge and spin in kJ/mol: 156.9

The following is a DFT calculation (wB97M-V/def2-TZVPD) of a 2-piece molecular cluster, C8H7Cl2NO3S overall.

The geometry in ORCA input format:
```
! RIJCOSX wB97M-V def2-TZVPD def2/J DEFGRID3
* xyz 0 1
C -3.17 -0.85 -0.46
C -2.37 -1.82 -0.04
C -2.77 0.50 -0.26
C -1.21 -1.60 0.63
C -1.51 0.79 0.35
C -0.76 -0.30 0.73
C 2.15 0.97 -1.22
C 2.45 -0.29 -0.49
N 2.78 1.98 -0.65
O 1.44 0.96 -2.19
O 0.79 1.58 1.53
O 1.18 -0.63 2.57
S 0.80 0.15 1.40
Cl 1.83 -1.89 -1.00
Cl 3.94 -0.53 0.41
H -4.11 -1.41 -0.94
H -2.79 -2.88 -0.05
H -3.36 1.30 -0.55
H -0.72 -2.46 1.02
H -1.13 1.80 0.47
H 3.60 1.82 -0.01
H 2.96 2.83 -1.21
*
```

Calculated values
Highest occupied orbital energy (spin up / spin down) in eV: -9.0 / -9.0
ΔE to the lowest compared entry with this formula, charge and spin in kJ/mol: 0.0

The following is a DFT calculation (wB97M-V/def2-TZVPD) of a 4-piece molecular cluster, C8H7Cl9F8O overall.

The geometry in ORCA input format:
```
! RIJCOSX wB97M-V def2-TZVPD def2/J DEFGRID3
* xyz 0 1
C -1.91 -3.69 3.98
Cl -0.51 -3.89 5.07
Cl -2.11 -2.09 3.43
Cl -3.33 -4.33 4.85
H -1.60 -4.33 3.13
C 5.59 -1.42 -3.16
Cl 5.70 -3.03 -3.92
Cl 5.08 -1.71 -1.44
Cl 4.46 -0.35 -4.00
H 6.65 -1.05 -3.09
C 1.97 0.13 1.57
Cl 3.68 0.00 1.89
Cl 1.63 1.65 0.73
Cl 0.96 -0.06 3.02
H 1.75 -0.62 0.83
C -2.67 1.61 -0.69
C -2.45 2.77 0.29
C -1.88 2.33 1.67
F -2.06 3.39 2.51
F -2.61 1.27 2.15
F -1.52 3.56 -0.35
F -3.70 3.30 0.42
O -1.46 0.96 -1.00
C -1.21 0.46 -2.22
C 0.27 0.00 -2.33
F 0.59 -1.04 -1.50
F 0.63 -0.43 -3.62
F -2.03 -0.60 -2.43
F -1.54 1.39 -3.14
H -3.06 2.00 -1.67
H -3.49 0.92 -0.26
H -0.79 2.02 1.56
H 0.95 0.86 -2.27
*
```

Calculated values
Highest occupied orbital energy in eV: -11.1
ΔE to the lowest compared entry with this formula, charge and spin in kJ/mol: 80.4
SMILES string: FC(F)C(F)(F)COC(F)(F)C(F)F.ClC(Cl)Cl.ClC(Cl)Cl.ClC(Cl)Cl

The following is a DFT calculation (wB97M-V/def2-TZVPD) of a 2-piece molecular cluster, C8H7ClF3N overall.

The geometry in ORCA input format:
```
! RIJCOSX wB97M-V def2-TZVPD def2/J DEFGRID3
* xyz 0 1
C -2.17 -0.87 0.54
C -2.67 0.16 1.27
C -0.95 -0.74 -0.08
C -1.98 1.35 1.38
C -0.24 0.44 0.16
C 1.15 0.27 -2.07
C 1.07 0.69 -0.59
C 2.33 -0.78 0.27
N -0.73 1.42 0.86
F 1.57 -1.70 0.84
F 3.17 -0.27 1.13
F 3.00 -1.28 -0.73
Cl 1.94 2.13 -0.07
H -2.66 -1.86 0.65
H -3.64 0.16 1.78
H -0.46 -1.66 -0.48
H -2.22 2.10 2.16
H 0.45 -0.56 -2.22
H 0.84 1.19 -2.69
H 2.20 -0.21 -2.13
*
```

Calculated values
Highest occupied orbital energy in eV: -9.2

The following is a DFT calculation (wB97M-V/def2-TZVPD) of C8H7F3NO16S2Zr as an isolated structure.

The geometry in ORCA input format:
```
! RIJCOSX wB97M-V def2-TZVPD def2/J DEFGRID3
* xyz -1 1
Zr 0.66 1.00 -0.07
C 2.90 0.45 -1.10
O 2.10 1.31 -1.69
O 2.91 1.02 0.06
O 2.18 -0.55 -0.81
C 0.03 2.98 1.38
O -0.94 2.43 0.70
O 0.85 3.19 0.43
O 0.54 1.92 1.94
N -0.66 -0.62 -0.31
S -0.79 -1.86 -1.35
O -2.00 -2.04 -2.15
O 0.03 -2.98 -1.04
F 0.08 -1.12 -2.48
S -2.00 -1.15 0.57
O -2.12 -2.54 0.95
O -3.23 -0.48 0.29
F -1.59 -0.37 1.91
C -4.07 1.92 -2.57
C -3.41 2.71 -3.70
O -2.05 2.40 -3.64
C -1.81 1.86 -2.43
O -0.71 1.62 -2.04
O -2.92 1.79 -1.72
H -4.57 0.96 -2.75
H -4.91 2.48 -2.15
H -3.61 3.78 -3.64
H -3.81 2.50 -4.70
C 3.81 -3.01 2.84
C 3.64 -2.19 4.11
O 2.90 -1.06 3.61
C 2.22 -1.49 2.48
O 1.34 -0.83 2.05
O 2.68 -2.64 2.06
F 4.84 -1.80 4.57
H 3.70 -4.06 3.13
H 4.78 -2.94 2.37
H 3.01 -2.60 4.90
*
```

Calculated values
Highest occupied orbital energy in eV: -4.6

The following is a DFT calculation (wB97M-V/def2-TZVPD) of C8H7F5N2OS2SbSe4Tc as an isolated structure.

The geometry in ORCA input format:
```
! RIJCOSX wB97M-V def2-TZVPD def2/J DEFGRID3
* xyz 2 1
Tc -0.30 -0.41 -0.12
F 6.41 -1.10 0.71
C 5.14 -1.39 0.48
C 4.18 -0.39 0.55
F 4.51 0.86 0.84
C 2.87 -0.74 0.31
F 1.91 0.25 0.36
C 2.46 -2.01 -0.01
S 0.77 -2.38 -0.39
C 3.44 -2.99 -0.07
F 3.10 -4.24 -0.37
C 4.77 -2.69 0.17
F 5.69 -3.63 0.10
Se -2.39 4.20 -2.57
Sb -1.53 5.40 -0.57
Se -0.35 1.87 -1.08
Se -2.55 1.98 -1.81
Se -0.52 3.55 0.68
N -1.37 -2.30 2.55
C -1.52 -1.02 2.84
N -2.40 -0.62 3.74
S -0.51 0.20 2.09
H -1.90 -3.02 3.01
H -0.63 -2.57 1.92
H -2.91 -1.27 4.31
H -2.50 0.36 3.92
C -2.86 -1.77 -0.52
O -2.01 -0.67 -0.81
H -3.43 -1.56 0.39
H -2.29 -2.69 -0.39
H -3.56 -1.89 -1.34
*
```

Calculated values
Highest occupied orbital energy (spin up / spin down) in eV: -14.2 / -14.1
ΔE to the lowest compared entry with this formula, charge and spin in kJ/mol: 0.0

The following is a DFT calculation (wB97M-V/def2-TZVPD) of C8H7FN2 as an isolated structure.

The geometry in ORCA input format:
```
! RIJCOSX wB97M-V def2-TZVPD def2/J DEFGRID3
* xyz 0 1
C 0.52 -0.15 2.24
C -0.72 0.05 1.66
C 1.61 -0.52 1.48
C -0.88 -0.13 0.30
C 1.47 -0.70 0.10
C 0.23 -0.49 -0.43
C -0.07 -0.70 -2.33
C -1.04 0.26 -2.95
N 0.18 -2.01 -2.84
N 1.07 -1.20 -3.05
F -2.33 -0.09 -2.67
H 0.64 0.00 3.31
H -1.57 0.33 2.27
H 2.57 -0.68 1.94
H -1.84 0.01 -0.17
H 2.31 -1.00 -0.51
H -0.93 0.26 -4.04
H -0.88 1.27 -2.55
*
```

Calculated values
Highest occupied orbital energy in eV: -9.6
ΔE to the lowest compared entry with this formula, charge and spin in kJ/mol: 296.9

The following is a DFT calculation (wB97M-V/def2-TZVPD) of C8H7HgNO4 as an isolated structure.

The geometry in ORCA input format:
```
! RIJCOSX wB97M-V def2-TZVPD def2/J DEFGRID3
* xyz 2 1
Hg 0.35 0.38 -0.60
C 0.31 1.91 1.60
O 0.22 2.35 2.66
C 0.26 2.88 -1.54
O 0.23 3.93 -2.00
C -2.23 0.75 -0.65
O -3.33 0.59 -0.38
C 2.72 0.57 -0.48
O 3.84 0.68 -0.44
C 0.25 -1.21 -2.29
H 1.17 -1.71 -2.00
H -0.67 -1.71 -2.00
C 0.24 0.02 -2.94
H -0.67 0.53 -3.23
H 1.16 0.53 -3.25
C -0.65 -1.86 3.41
C -0.63 -1.38 2.05
N -0.56 -1.19 0.90
H 0.39 -2.24 3.66
H -1.31 -2.73 3.43
H -1.09 -1.08 4.08
*
```

Calculated values
Highest occupied orbital energy in eV: -19.0
ΔE to the lowest compared entry with this formula, charge and spin in kJ/mol: 0.0

The following is a DFT calculation (wB97M-V/def2-TZVPD) of C8H7IrN4O2S2 as an isolated structure.

The geometry in ORCA input format:
```
! RIJCOSX wB97M-V def2-TZVPD def2/J DEFGRID3
* xyz 1 6
Ir -0.88 1.33 0.43
C 0.38 -2.47 2.23
C 0.35 -1.08 1.71
N -0.72 -0.32 1.77
O -1.80 -0.94 2.31
C 1.51 -0.46 1.11
C 2.88 -0.98 1.30
N 1.26 0.63 0.35
O 2.19 1.29 -0.13
H -0.59 -2.95 2.09
H 0.58 -2.47 3.30
H 1.15 -3.05 1.73
H -2.42 -0.24 2.57
H 2.99 -1.49 2.26
H 3.60 -0.16 1.21
H 3.12 -1.70 0.50
S -0.64 3.12 -1.13
C -1.33 2.44 -2.53
C -1.32 3.28 -3.69
N -1.30 3.96 -4.61
C -1.87 1.16 -2.63
S -1.99 0.04 -1.36
C -2.38 0.72 -3.89
N -2.78 0.34 -4.90
*
```

Calculated values
Highest occupied orbital energy (spin up / spin down) in eV: -12.1 / -13.8
<S²>: 8.807

The following is a DFT calculation (wB97M-V/def2-TZVPD) of a single C8H7N molecule.

The geometry in ORCA input format:
```
! RIJCOSX wB97M-V def2-TZVPD def2/J DEFGRID3
* xyz 0 1
C 0.64 -1.51 -0.59
C -0.68 -1.79 -0.97
C 1.18 -0.49 0.15
C -1.82 -1.11 -0.67
C 0.61 0.80 0.48
C -0.36 1.67 0.19
C -2.19 -0.12 0.30
C 0.52 2.00 1.34
N -2.52 0.72 1.09
H 1.31 -2.29 -0.72
H -0.80 -2.55 -1.63
H 2.21 -0.55 0.33
H -2.64 -1.57 -1.15
H 0.01 2.13 2.29
H 1.25 2.85 1.24
H -0.43 2.14 -0.58
*
```

Calculated values
Highest occupied orbital energy in eV: -8.3
ΔE to the lowest compared entry with this formula, charge and spin in kJ/mol: 538.8
SMILES string: N#C/C=C\C=C/C1=CC1

The following is a DFT calculation (wB97M-V/def2-TZVPD) of a 2-piece molecular cluster, C8H7N2O3 overall.

The geometry in ORCA input format:
```
! RIJCOSX wB97M-V def2-TZVPD def2/J DEFGRID3
* xyz -1 1
C -2.73 -0.47 0.59
C -1.91 -0.12 1.70
C -2.26 -0.53 -0.75
C -0.57 0.26 1.38
C -0.95 -0.24 -0.96
C -0.11 0.27 0.06
C 1.88 1.53 -1.28
C 1.15 0.77 -0.29
N 2.03 1.54 0.16
N 1.98 -1.81 0.12
O 2.69 2.11 0.99
O 2.81 -2.38 -0.64
O 1.19 -2.47 0.81
H -3.81 -0.88 0.65
H -2.32 -0.35 2.74
H -2.90 -0.81 -1.64
H 0.21 0.65 2.18
H -0.50 -0.41 -2.02
H 2.69 1.06 -1.83
H 1.44 2.28 -2.00
*
```

Calculated values
Highest occupied orbital energy in eV: -3.1
ΔE to the lowest compared entry with this formula, charge and spin in kJ/mol: 776.0

The following is a DFT calculation (wB97M-V/def2-TZVPD) of a single C8H7N3 molecule.

The geometry in ORCA input format:
```
! RIJCOSX wB97M-V def2-TZVPD def2/J DEFGRID3
* xyz 0 1
C 0.16 0.95 -2.91
C -0.97 -1.38 1.50
C -0.42 -0.20 1.83
C -1.06 -1.80 0.13
C 0.12 0.71 0.82
C -0.68 -0.97 -0.86
C -0.19 0.35 -0.58
C 0.08 1.25 -1.55
N 0.28 0.71 -4.03
N 1.79 0.75 0.89
N 2.49 1.20 0.08
H -1.38 -2.03 2.26
H -0.39 0.12 2.86
H -1.47 -2.77 -0.09
H -0.06 1.76 1.05
H -0.78 -1.24 -1.90
H 0.41 2.25 -1.29
H 2.08 0.34 1.80
*
```

Calculated values
Highest occupied orbital energy in eV: -8.3
ΔE to the lowest compared entry with this formula, charge and spin in kJ/mol: 386.5

The following is a DFT calculation (wB97M-V/def2-TZVPD) of a single C8H7N3OS molecule.

The geometry in ORCA input format:
```
! RIJCOSX wB97M-V def2-TZVPD def2/J DEFGRID3
* xyz 0 1
C -1.01 1.78 -0.76
C -1.37 0.27 -0.50
C -2.64 -0.35 -0.45
C -2.40 -1.79 -0.12
C -1.00 -1.89 0.14
C 0.89 -0.34 0.07
C 3.13 -0.87 0.52
C 3.25 0.08 -0.34
H -0.11 3.01 1.69
H -1.40 2.28 -1.74
H -3.57 0.18 -0.74
H -3.23 -2.51 -0.02
H -0.39 -2.73 0.62
H 3.98 -1.42 0.82
H 4.18 0.35 -0.82
N -0.76 2.62 0.20
N -0.47 -0.62 0.02
N 1.68 -1.09 0.77
O -0.58 2.22 1.54
S 1.82 0.85 -0.90
*
```

Calculated values
Highest occupied orbital energy in eV: -8.6
ΔE to the lowest compared entry with this formula, charge and spin in kJ/mol: 226.4
SMILES string: O/N=C\c1cccn1-c1nccs1

The following is a DFT calculation (wB97M-V/def2-TZVPD) of a single C8H7NO molecule.

The geometry in ORCA input format:
```
! RIJCOSX wB97M-V def2-TZVPD def2/J DEFGRID3
* xyz 0 1
C 3.96 0.84 0.46
C 2.94 0.30 0.10
C -1.97 -0.72 0.40
C -1.63 0.71 0.44
C 0.02 -1.92 -0.62
C -1.00 1.43 -0.55
C -1.35 -1.77 -0.20
C 1.98 -0.44 -0.57
N 1.00 -1.07 -0.41
O -0.54 2.74 -0.34
H 4.56 1.46 1.06
H -2.92 -1.08 0.88
H -1.85 1.06 1.38
H 0.48 -2.83 -0.84
H -0.85 0.98 -1.53
H -0.97 2.94 0.47
H -1.84 -2.65 -0.15
*
```

Calculated values
Highest occupied orbital energy in eV: -7.0
ΔE to the lowest compared entry with this formula, charge and spin in kJ/mol: 550.4

The following is a DFT calculation (wB97M-V/def2-TZVPD) of an isolated ion of composition C8H7O2S2 and charge -1.

The geometry in ORCA input format:
```
! RIJCOSX wB97M-V def2-TZVPD def2/J DEFGRID3
* xyz -1 1
C 2.13 -1.13 0.96
C 3.28 -0.45 0.82
C 1.06 -0.45 0.34
C 1.44 0.69 -0.35
C -1.75 1.34 0.76
C -0.43 -0.74 0.16
C -1.12 0.51 -0.39
C -2.10 0.15 -1.46
O -2.51 2.28 0.45
O -1.55 0.98 1.92
S 3.10 1.05 -0.02
S 0.26 1.58 -1.17
H 1.89 -2.11 1.44
H 4.23 -0.79 1.17
H -0.47 -1.62 -0.40
H -0.82 -1.02 1.12
H -1.52 -0.57 -2.01
H -2.29 0.86 -2.21
H -2.83 -0.56 -1.13
*
```

Calculated values
Highest occupied orbital energy in eV: -4.0
ΔE to the lowest compared entry with this formula, charge and spin in kJ/mol: 8.9
SMILES string: C[C@@]1(C(=O)[O-])Cc2ccsc2S1

The following is a DFT calculation (wB97M-V/def2-TZVPD) of an isolated ion of composition C8H7O2S2 and charge -1.

The geometry in ORCA input format:
```
! RIJCOSX wB97M-V def2-TZVPD def2/J DEFGRID3
* xyz -1 1
C -2.43 0.61 0.79
C -3.57 -0.03 0.38
C -1.24 -0.17 0.57
C -1.42 -1.43 0.10
C 2.29 -2.02 0.68
C 0.21 0.15 0.82
C 1.11 -1.50 -0.11
C 1.58 -0.84 -1.38
O 2.35 -3.25 0.75
O 3.13 -1.15 0.94
S -3.22 -1.68 -0.17
S -0.24 -2.66 -0.12
H -2.43 1.70 1.09
H -4.61 0.34 0.44
H 0.52 1.07 0.27
H 0.68 -0.14 1.79
H 0.81 -0.33 -1.81
H 1.91 -1.65 -2.05
H 2.46 -0.22 -1.22
*
```

Calculated values
Highest occupied orbital energy in eV: -4.1
ΔE to the lowest compared entry with this formula, charge and spin in kJ/mol: 132.4

Values of total energy, in order: -458.78708, -857.04135, -1008.57016, -5511.81018, -1341.71923, -1907.99162, -5324.89849, -1123.51807, -2710.51863, -11715.72363, -518.29836, -817.44745, -1578.74651, -363.56920, -644.06418, -473.18185, -946.59998, -438.80437, -1255.94011, -1255.89308, all in a.u..